Record 1
{
  "formula": "C19H28N2O3S2",
  "method": "ωB97M-V/def2-TZVPD",
  "symbols": ["C", "S", "C", "C", "O", "N", "C", "C", "C", "S", "C", "C", "C", "C", "C", "N", "C", "O", "C", "C", "C", "C", "C", "C", "O", "C", "H", "H", "H", "H", "H", "H", "H", "H", "H", "H", "H", "H", "H", "H", "H", "H", "H", "H", "H", "H", "H", "H", "H", "H", "H", "H", "H", "H"],
  "xyz": [[1.36652, -0.64980, -3.87389], [1.33498, 0.41122, -2.41589], [0.84174, -0.79969, -1.15930], [-0.47018, -1.46665, -1.53942], [-0.46069, -2.58113, -2.03709], [-1.61704, -0.78066, -1.33035], [-1.78120, 0.59176, -0.88523], [-2.83832, 1.16385, -1.83187], [-2.24632, 1.78963, -3.10631], [-2.30478, 0.53052, -4.41014], [-3.89612, -0.01173, -3.75123], [-3.72223, -0.05820, -2.22809], [-5.07607, -0.05319, -1.52551], [-2.88663, -1.29533, -1.81991], [1.96294, -1.79495, -0.77487], [2.17567, -1.02758, 0.45899], [2.63612, -1.62376, 1.60413], [3.21133, -2.68768, 1.56572], [2.41691, -0.86236, 2.90975], [2.38909, 0.66900, 2.82967], [2.90561, 1.03218, 4.20014], [3.01829, 2.42619, 4.71252], [1.96684, 1.49860, 5.27345], [3.92866, -0.03639, 4.48448], [3.44408, -1.20599, 3.82817], [0.99059, -0.18662, 0.25732], [1.75400, -0.03807, -4.68686], [2.03095, -1.49771, -3.71660], [0.36763, -0.99773, -4.12572], [-2.14168, 0.61309, 0.15017], [-0.84696, 1.14513, -0.93641], [-3.43102, 1.91666, -1.30832], [-2.85057, 2.64097, -3.42327], [-1.21887, 2.12429, -2.97405], [-4.66980, 0.70866, -4.02884], [-4.16441, -0.98266, -4.16600], [-5.65320, -0.94226, -1.78841], [-4.95238, -0.04662, -0.44043], [-5.65938, 0.82526, -1.80706], [-2.69197, -1.97278, -2.64964], [-3.39456, -1.86359, -1.03407], [1.59810, -2.80308, -0.57987], [2.82402, -1.83214, -1.43835], [1.45640, -1.22259, 3.31024], [3.06684, 1.02512, 2.04920], [1.39336, 1.06799, 2.64155], [3.86580, 2.66691, 5.34096], [2.69339, 3.23334, 4.06948], [0.93550, 1.68364, 5.00190], [2.11066, 1.11701, 6.27542], [4.90861, 0.23070, 4.07212], [4.04119, -0.24879, 5.54898], [1.18233, 0.88695, 0.28603], [0.15619, -0.42892, 0.92263]],
  "atomic_forces_ev_per_a": [[0.00, 0.02, 0.00], [0.01, -0.03, 0.01], [0.08, 0.03, 0.02], [0.00, 0.01, -0.01], [0.00, -0.01, 0.01], [-0.01, 0.01, 0.02], [0.03, 0.00, 0.00], [0.00, 0.03, 0.04], [-0.01, 0.01, -0.03], [-0.01, 0.00, 0.02], [-0.01, 0.01, 0.01], [-0.03, -0.03, -0.02], [0.01, 0.00, 0.00], [0.02, -0.02, 0.00], [-0.10, -0.01, 0.04], [-0.09, -0.11, 0.07], [0.26, 0.17, -0.07], [-0.01, -0.02, -0.02], [-0.22, -0.02, 0.00], [0.09, -0.02, 0.00], [-0.03, 0.00, 0.04], [0.01, 0.01, 0.00], [0.00, 0.00, 0.00], [0.01, 0.01, -0.03], [-0.02, -0.02, 0.02], [0.00, -0.03, -0.01], [0.00, 0.00, 0.00], [0.00, 0.00, 0.00], [0.00, -0.01, 0.00], [-0.01, 0.00, 0.00], [-0.01, 0.00, 0.00], [-0.02, -0.01, -0.02], [0.01, 0.01, 0.01], [0.01, -0.02, 0.00], [0.00, 0.00, 0.00], [0.01, 0.00, 0.00], [0.00, 0.00, 0.01], [0.00, 0.00, 0.00], [0.00, 0.00, 0.00], [0.00, 0.01, -0.01], [0.00, 0.00, -0.01], [0.01, -0.01, -0.04], [0.01, 0.02, 0.00], [0.00, 0.01, 0.01], [0.01, 0.01, -0.02], [0.00, 0.00, -0.01], [0.00, 0.00, 0.00], [0.00, 0.00, 0.00], [0.00, 0.00, 0.00], [0.01, 0.00, 0.00], [0.00, 0.00, 0.00], [0.01, -0.01, 0.00], [0.00, 0.01, 0.00], [-0.01, 0.01, 0.01]],
  "total_charge": 0,
  "multiplicity": 1,
  "energy_ha": -1872.37577,
  "homo_energy_ev": -8.71,
  "fmax_ev_per_a": 0.32,
  "e_lumo_ev": 0.34,
  "de_lowest_kj_mol": 127.2,
  "homo_lumo_gap_ha": 0.333,
  "smiles": "CSC1(C(=O)N2C[C@H]3CSC[C@@]3(C)C2)CN(C(=O)[C@@H]2CC3(CC3)CO2)C1"
}



Record 2
{
  "formula": "C19H28N2O4",
  "method": "ωB97M-V/def2-TZVPD",
  "symbols": ["C", "C", "O", "C", "C", "C", "C", "C", "O", "N", "C", "C", "O", "N", "C", "C", "C", "C", "C", "C", "C", "C", "O", "C", "C", "H", "H", "H", "H", "H", "H", "H", "H", "H", "H", "H", "H", "H", "H", "H", "H", "H", "H", "H", "H", "H", "H", "H", "H", "H", "H", "H", "H"],
  "xyz": [[-3.76844, -1.67141, 2.59818], [-4.60401, -1.04888, 1.48520], [-4.38803, 0.35453, 1.38964], [-3.16400, 0.75827, 0.92054], [-2.44098, 1.65131, 1.70677], [-1.20084, 2.11378, 1.31563], [-0.65059, 1.68335, 0.11287], [0.68368, 2.13210, -0.37535], [0.92745, 2.31544, -1.55502], [1.61530, 2.28844, 0.59286], [2.98290, 2.67406, 0.32930], [3.94744, 1.54735, 0.72366], [4.58779, 1.63752, 1.75756], [4.03195, 0.47882, -0.08865], [3.28014, 0.22128, -1.29565], [2.31713, -0.94646, -1.07146], [3.08114, -2.19745, -0.63406], [2.12605, -3.35293, -0.35205], [3.92155, -1.86058, 0.59960], [4.82774, -0.66130, 0.32429], [-1.38772, 0.83397, -0.70231], [-2.63996, 0.37337, -0.32495], [-3.30857, -0.47040, -1.18493], [-4.50841, 0.06129, -1.73644], [-4.23138, 1.17677, -2.73704], [-4.01151, -2.72599, 2.69230], [-3.97126, -1.17449, 3.54396], [-2.70817, -1.57296, 2.37253], [-5.66988, -1.14459, 1.70646], [-4.38760, -1.54754, 0.53513], [-2.87973, 1.96827, 2.64039], [-0.67741, 2.82178, 1.94105], [1.38534, 2.06917, 1.54895], [3.06048, 2.94492, -0.72466], [3.24486, 3.54028, 0.94547], [2.72594, 1.09857, -1.62074], [3.99333, -0.04529, -2.08548], [1.76842, -1.13897, -1.99406], [1.59206, -0.67275, -0.30098], [3.75756, -2.49187, -1.44523], [2.67800, -4.24155, -0.05462], [1.54250, -3.59012, -1.23843], [1.43862, -3.09136, 0.44971], [4.53337, -2.71718, 0.88632], [3.25999, -1.62183, 1.43534], [5.38012, -0.37583, 1.22076], [5.53773, -0.90228, -0.47450], [-0.98543, 0.53302, -1.65742], [-4.98231, -0.78987, -2.23213], [-5.17041, 0.42648, -0.94211], [-5.16540, 1.50998, -3.18075], [-3.57173, 0.81934, -3.52384], [-3.75483, 2.02037, -2.24161]],
  "atomic_forces_ev_per_a": [[-0.17, 0.29, -0.26], [-0.01, -0.59, 0.23], [0.22, 0.41, -0.29], [0.02, 0.01, 0.03], [-0.18, -0.15, -0.04], [0.11, -0.08, -0.12], [-0.33, -0.04, -0.06], [-0.02, 0.00, 0.11], [-0.09, -0.01, -0.24], [0.18, 0.04, 0.30], [0.22, 0.13, 0.01], [-0.14, 0.45, -0.11], [0.04, 0.16, 0.33], [0.27, -0.33, -0.19], [-0.46, 0.05, -0.18], [0.38, -0.02, -0.22], [-0.33, -0.02, 0.32], [0.24, 0.16, -0.15], [0.18, 0.07, -0.39], [0.14, -0.16, 0.51], [-0.03, 0.02, 0.09], [-0.07, -0.02, -0.03], [0.39, 0.01, 0.40], [-0.39, 0.28, -0.34], [0.07, -0.30, 0.28], [0.01, -0.14, 0.02], [-0.01, 0.01, 0.10], [0.09, -0.05, 0.02], [0.12, -0.02, -0.07], [-0.09, 0.13, 0.08], [-0.06, 0.01, 0.09], [0.05, 0.07, 0.06], [-0.10, -0.06, -0.11], [-0.03, -0.02, 0.12], [0.05, -0.19, -0.13], [0.12, 0.00, 0.02], [-0.04, 0.04, 0.00], [-0.08, -0.02, -0.05], [-0.08, 0.02, 0.05], [0.03, 0.04, -0.02], [0.01, -0.14, 0.05], [-0.11, -0.08, -0.08], [-0.10, 0.02, 0.11], [0.00, -0.06, 0.06], [-0.03, 0.00, 0.08], [-0.01, -0.05, -0.19], [0.00, 0.01, 0.02], [0.01, -0.03, -0.12], [0.00, 0.11, 0.09], [0.08, -0.13, -0.04], [-0.10, 0.08, -0.06], [0.05, -0.01, -0.10], [0.00, 0.10, -0.01]],
  "total_charge": 0,
  "multiplicity": 1,
  "energy_ha": -1151.30009,
  "homo_energy_ev": -8.98,
  "fmax_ev_per_a": 0.64,
  "e_lumo_ev": 0.67,
  "de_lowest_kj_mol": 93.1,
  "homo_lumo_gap_ha": 0.355,
  "smiles": "CCOc1ccc(C(=O)NCC(=O)N2CCC(C)CC2)cc1OCC"
}



Record 3
{
  "formula": "C19H28N2O6PPdS2SiTe",
  "method": "ωB97M-V/def2-TZVPD",
  "symbols": ["Pd", "O", "S", "O", "N", "C", "S", "C", "C", "C", "C", "C", "C", "H", "H", "H", "H", "O", "N", "C", "C", "C", "C", "C", "H", "H", "H", "H", "H", "C", "Si", "C", "C", "H", "H", "H", "H", "H", "H", "H", "H", "H", "C", "C", "O", "P", "O", "Te", "O", "C", "C", "H", "H", "H", "H", "H", "H", "H", "H", "H", "H"],
  "xyz": [[-0.30014, -0.21974, 0.10104], [-2.52408, 1.77185, -3.13149], [-1.54020, 2.63196, -2.54121], [-0.47052, 3.10263, -3.37759], [-0.90738, 1.93860, -1.17633], [-1.16006, 2.64470, -0.09210], [-0.65053, 2.21394, 1.45915], [-1.97363, 3.86972, -0.34896], [-2.43171, 4.81383, 0.55703], [-3.20128, 5.86209, 0.07541], [-3.51370, 5.96519, -1.27866], [-3.05896, 5.01857, -2.18747], [-2.29376, 3.98477, -1.68978], [-2.18780, 4.71747, 1.60637], [-3.57097, 6.61323, 0.76127], [-4.12014, 6.79148, -1.62526], [-3.29779, 5.08650, -3.24005], [0.31414, -1.51590, 1.83864], [1.29890, -0.85791, 2.40618], [2.55665, -1.03013, 1.95137], [3.60337, -0.34854, 2.52687], [3.36099, 0.53111, 3.57246], [2.05793, 0.70255, 4.00989], [1.03652, -0.00002, 3.40944], [2.63333, -1.71019, 1.11570], [4.60057, -0.50604, 2.14236], [4.17208, 1.07885, 4.03042], [1.81583, 1.38903, 4.80790], [-0.00795, 0.07929, 3.66745], [-2.86743, -0.63772, 2.28557], [-2.36026, -1.02795, 0.52149], [-2.14224, -2.87982, 0.30156], [-3.53244, -0.27754, -0.72051], [-3.87223, -1.02565, 2.47857], [-2.87524, 0.43757, 2.46481], [-2.17843, -1.11333, 2.98391], [-3.06666, -3.39428, 0.58397], [-1.34126, -3.24848, 0.94332], [-1.91901, -3.11391, -0.73808], [-4.46609, -0.85023, -0.70925], [-3.11793, -0.30672, -1.72689], [-3.77241, 0.75928, -0.48023], [1.32030, -1.77473, -6.01714], [0.86149, -1.05780, -4.77194], [1.43893, -1.73588, -3.62875], [0.86988, -1.36857, -2.18382], [-0.60932, -1.40009, -2.14290], [1.82911, 0.77024, -1.52952], [1.64106, -2.41914, -1.27789], [1.26027, -3.82098, -1.33932], [2.34441, -4.61333, -2.02881], [0.93244, -1.26273, -6.89790], [0.95651, -2.80192, -6.02789], [2.40832, -1.78725, -6.07659], [-0.22431, -1.06629, -4.67394], [1.20288, -0.01965, -4.75824], [0.30154, -3.91015, -1.85258], [1.11762, -4.12776, -0.30386], [2.47646, -4.26797, -3.05332], [2.07280, -5.66973, -2.04755], [3.29205, -4.51045, -1.50040]],
  "atomic_forces_ev_per_a": [[0.24, 0.29, 0.17], [-0.04, 0.04, 0.04], [0.12, -0.06, -0.12], [0.01, 0.01, -0.01], [-0.19, -0.06, 0.07], [0.07, 0.07, 0.23], [-0.10, -0.18, -0.32], [-0.06, 0.06, -0.08], [0.06, -0.09, -0.05], [-0.05, 0.07, -0.02], [0.01, -0.01, 0.03], [-0.01, 0.01, -0.02], [0.02, 0.03, 0.07], [0.00, 0.00, 0.00], [0.00, 0.00, 0.00], [0.00, 0.00, 0.00], [0.01, -0.01, -0.01], [0.10, -0.03, 0.03], [0.00, -0.02, -0.01], [-0.07, -0.02, 0.00], [0.01, 0.02, 0.03], [-0.01, -0.01, -0.01], [0.02, 0.01, 0.00], [-0.02, -0.03, -0.02], [0.01, 0.00, 0.00], [0.00, 0.00, 0.00], [0.00, 0.00, 0.00], [0.00, 0.00, 0.00], [0.00, 0.01, 0.00], [0.00, -0.04, -0.11], [-0.21, -0.12, 0.13], [-0.16, 0.12, 0.04], [0.02, -0.08, 0.08], [-0.01, -0.02, -0.02], [0.01, 0.01, -0.01], [0.01, 0.00, 0.01], [0.00, 0.00, 0.00], [0.03, 0.01, -0.01], [0.03, 0.00, -0.02], [0.00, 0.00, 0.00], [0.02, 0.00, -0.01], [0.04, 0.02, 0.01], [0.00, 0.01, 0.01], [0.00, 0.03, -0.04], [-0.08, -0.05, 0.07], [0.30, 0.02, -0.27], [-0.09, 0.01, 0.05], [-0.04, -0.06, 0.05], [-0.01, 0.02, 0.01], [-0.02, 0.02, 0.00], [-0.01, 0.00, 0.00], [-0.01, 0.01, 0.00], [0.00, -0.01, 0.01], [0.01, 0.00, 0.00], [0.00, 0.00, 0.00], [-0.01, 0.00, 0.01], [0.01, -0.01, 0.00], [0.00, -0.01, -0.01], [0.00, 0.00, 0.00], [0.00, -0.01, 0.00], [0.00, 0.00, 0.00]],
  "total_charge": 0,
  "multiplicity": 2,
  "energy_ha": -3124.91084,
  "homo_energy_ev": [-7.27, -7.25],
  "fmax_ev_per_a": 0.41,
  "e_lumo_ev": [-0.16, -1.92],
  "de_lowest_kj_mol": 123.5,
  "homo_lumo_gap_ha": [0.261, 0.196]
}



Record 4
{
  "formula": "C19H28N8O2",
  "method": "ωB97M-V/def2-TZVPD",
  "symbols": ["C", "C", "C", "N", "C", "C", "C", "O", "N", "C", "C", "C", "C", "N", "C", "O", "C", "C", "C", "C", "N", "C", "C", "N", "N", "N", "C", "N", "C", "H", "H", "H", "H", "H", "H", "H", "H", "H", "H", "H", "H", "H", "H", "H", "H", "H", "H", "H", "H", "H", "H", "H", "H", "H", "H", "H", "H"],
  "xyz": [[3.13029, -0.53268, -3.87446], [2.65851, 0.85210, -3.52156], [3.27270, 1.98503, -4.03811], [2.91997, 3.23017, -3.73209], [1.92091, 3.39119, -2.87804], [1.21891, 2.33487, -2.31422], [0.13186, 2.62780, -1.32753], [0.22813, 3.56014, -0.54755], [-0.93373, 1.78976, -1.33778], [-2.03276, 1.90631, -0.38976], [-2.98689, 3.01175, -0.82529], [-2.77800, 0.58267, -0.20633], [-2.05803, -0.53140, 0.55458], [-0.92450, -1.06798, -0.20186], [0.09754, -1.84147, 0.26314], [1.21058, -1.78561, -0.25067], [-0.16353, -2.81182, 1.40671], [-1.13357, -3.93937, 0.99201], [-2.16232, -4.02527, 2.13601], [-1.49457, -3.27604, 3.27392], [-0.77410, -2.21203, 2.58539], [0.13993, -1.49725, 3.44853], [0.57367, -0.19832, 2.85893], [-0.19475, 0.89070, 2.82588], [0.50895, 1.78850, 2.17587], [1.63232, 1.21243, 1.85495], [2.68389, 1.87989, 1.11703], [1.73490, -0.03535, 2.24582], [1.60650, 1.04331, -2.64362], [2.55606, -0.93852, -4.70868], [4.18451, -0.53005, -4.14902], [3.01521, -1.20259, -3.02215], [4.10532, 1.89197, -4.72713], [1.66630, 4.41275, -2.62628], [-1.05856, 1.19738, -2.14570], [-1.60722, 2.19122, 0.57392], [-3.82044, 3.10080, -0.12540], [-2.47385, 3.97150, -0.84994], [-3.40522, 2.80795, -1.81444], [-3.68063, 0.80402, 0.36337], [-3.12222, 0.20910, -1.18140], [-1.72279, -0.14311, 1.51817], [-2.76817, -1.33111, 0.77291], [-0.59674, -0.46559, -0.93656], [0.82054, -3.23123, 1.64953], [-1.61959, -3.75810, 0.03537], [-0.58299, -4.87501, 0.91201], [-3.09819, -3.53162, 1.87328], [-2.40462, -5.05292, 2.40584], [-2.20960, -2.84384, 3.97858], [-0.82228, -3.92468, 3.86373], [-0.37525, -1.28962, 4.38651], [1.02730, -2.10451, 3.68368], [2.83293, 1.36651, 0.17028], [2.38081, 2.90194, 0.92817], [3.60106, 1.85634, 1.70027], [1.14550, 0.17903, -2.17883]],
  "atomic_forces_ev_per_a": [[0.05, 0.06, 0.10], [0.23, -0.30, -0.09], [-0.01, 0.09, -0.01], [0.10, -0.01, -0.08], [-0.04, 0.25, 0.01], [-0.12, -0.21, -0.01], [0.17, 0.36, 0.14], [0.00, -0.02, -0.01], [0.09, -0.55, -0.10], [-0.32, 0.18, 0.25], [-0.22, 0.11, 0.04], [0.09, -0.33, -0.27], [-0.12, 0.11, 0.16], [-0.03, 0.08, 0.02], [0.62, 0.33, 0.14], [-0.53, -0.24, -0.21], [-0.07, -0.01, -0.12], [-0.15, -0.25, 0.19], [-0.02, -0.14, 0.08], [-0.11, 0.15, 0.16], [-0.19, -0.08, 0.09], [0.10, 0.00, 0.22], [0.11, -1.11, 0.14], [0.23, 0.59, -0.14], [-0.37, 0.24, 0.14], [0.33, 0.24, -0.30], [0.13, 0.09, -0.13], [-0.11, 0.05, 0.32], [-0.12, 0.11, 0.10], [0.03, -0.03, -0.01], [-0.02, 0.02, -0.09], [-0.07, -0.02, -0.02], [0.03, -0.08, -0.02], [-0.10, 0.00, 0.08], [-0.03, 0.12, 0.00], [0.19, 0.01, -0.06], [0.04, -0.02, 0.01], [0.07, -0.02, -0.06], [0.04, -0.03, 0.00], [-0.03, 0.04, 0.00], [0.02, 0.04, 0.01], [-0.13, -0.03, -0.18], [-0.02, 0.00, -0.07], [0.11, 0.13, -0.01], [0.06, -0.01, -0.03], [0.08, 0.09, -0.05], [0.02, 0.01, -0.10], [0.04, 0.05, -0.07], [0.02, 0.00, -0.03], [0.02, 0.00, -0.03], [0.06, -0.03, -0.18], [-0.04, 0.02, 0.01], [0.05, 0.05, -0.02], [0.03, -0.06, 0.00], [-0.16, 0.08, 0.03], [-0.01, -0.04, 0.00], [-0.03, -0.04, 0.04]],
  "total_charge": 0,
  "multiplicity": 1,
  "energy_ha": -1329.35438,
  "homo_energy_ev": -9.00,
  "fmax_ev_per_a": 1.12,
  "e_lumo_ev": 0.59,
  "de_lowest_kj_mol": 73.7,
  "homo_lumo_gap_ha": 0.352,
  "smiles": "Cc1cncc(C(=O)N[C@@H](C)CCNC(=O)[C@@H]2CCCN2Cc2nnn(C)n2)c1"
}



Q: What is the multiplicity in the first record?
A: 1